A structure of composition C30H42Cl4KN3O6SSeSi2 in a non-equilibrium geometry, computed with the ωB97M-V functional and the def2-TZVPD basis.

Results
* HOMO-LUMO gap: 0.198 hartree
* energy above the lowest of the compared OMol25 structures with the same formula, charge and spin: 316.3 kJ/mol
* E_tot: -7603.30828 Eh
* E_LUMO: 4.01 eV
* charge: -2

Structure (XYZ):
```
90
C30H42Cl4KN3O6SSeSi2 | the OMol25 dataset | the ωB97M-V functional and the def2-TZVPD basis
K 0.424 1.013 0.568
O 2.807 4.181 2.147
Cl 1.935 3.566 1.179
O 1.708 4.453 0.075
O 0.668 3.225 1.805
O 2.539 2.329 0.701
C 0.906 1.471 -2.353
Si -0.013 0.570 -3.558
C -1.733 0.037 -2.914
N -1.764 -0.523 -1.567
C -0.984 -1.745 -1.360
C -1.778 -3.055 -1.576
C -3.036 -2.825 -2.407
C -3.938 -1.765 -1.758
C -3.103 -0.687 -1.030
C -0.571 1.344 -5.249
C -1.509 2.383 -5.253
C -1.903 3.021 -6.421
C -1.355 2.643 -7.640
C -0.411 1.627 -7.668
C -0.031 0.992 -6.490
C 0.915 -0.995 -4.142
C 2.229 -1.223 -3.726
C 2.921 -2.369 -4.098
C 2.305 -3.328 -4.891
C 0.997 -3.128 -5.312
C 0.320 -1.972 -4.943
H 0.384 2.352 -1.962
H 1.951 1.716 -2.547
H -2.207 -0.607 -3.679
H -2.346 0.947 -2.899
H -0.611 -1.740 -0.333
H -0.120 -1.713 -2.019
H -2.069 -3.473 -0.607
H -1.137 -3.798 -2.057
H -3.588 -3.762 -2.528
H -2.747 -2.506 -3.412
H -4.599 -2.244 -1.030
H -4.581 -1.312 -2.518
H -2.999 -0.951 0.026
H -3.615 0.278 -1.068
H -1.934 2.717 -4.312
H -2.634 3.822 -6.379
H -1.656 3.140 -8.556
H 0.033 1.326 -8.611
H 0.710 0.202 -6.541
H 2.698 -0.490 -3.078
H 3.940 -2.520 -3.759
H 2.838 -4.229 -5.173
H 0.503 -3.874 -5.926
H -0.701 -1.828 -5.286
C 5.698 1.690 4.163
C 4.858 1.602 2.892
C 4.020 0.327 2.826
S 2.434 0.536 3.680
O 2.715 1.110 5.035
C 2.072 -1.223 3.912
C 2.874 -1.887 5.028
C 2.223 -1.707 6.397
H 6.278 2.615 4.178
H 6.400 0.853 4.227
H 5.056 1.668 5.043
H 5.507 1.624 2.013
H 4.207 2.473 2.804
H 4.556 -0.527 3.247
H 3.737 0.101 1.795
H 2.227 -1.687 2.935
H 1.002 -1.272 4.113
H 3.892 -1.488 5.052
H 2.959 -2.953 4.798
H 2.134 -0.648 6.632
H 2.813 -2.192 7.178
H 1.224 -2.146 6.402
Se -1.302 1.100 3.803
C -2.954 1.827 4.349
C -2.982 2.846 5.300
C -4.205 3.348 5.702
N -5.382 2.927 5.234
C -5.335 1.960 4.319
C -4.170 1.377 3.845
H -2.067 3.251 5.716
H -4.242 4.142 6.442
H -6.292 1.620 3.936
H -4.204 0.592 3.103
O -1.987 0.095 2.462
N -0.940 -0.900 2.107
Cl -3.384 -2.971 1.951
Si -1.526 -2.354 2.668
Cl -1.805 -2.605 4.724
Cl -0.162 -3.811 2.121
```